{"formula": "C56H45MnOP3Si", "method": "ωB97M-V/def2-TZVPD", "elements": ["Mn", "C", "C", "C", "C", "C", "C", "P", "C", "C", "C", "C", "C", "C", "C", "C", "C", "C", "C", "C", "Si", "C", "C", "C", "C", "C", "C", "P", "C", "C", "C", "C", "C", "C", "C", "C", "C", "C", "C", "C", "C", "C", "C", "C", "C", "C", "P", "C", "C", "C", "C", "C", "C", "C", "C", "C", "C", "C", "C", "H", "H", "H", "H", "H", "H", "H", "H", "H", "H", "H", "H", "H", "H", "H", "H", "H", "H", "H", "H", "H", "H", "H", "H", "H", "H", "H", "H", "H", "H", "H", "H", "H", "H", "H", "H", "H", "H", "H", "H", "H", "H", "C", "C", "O", "H", "H", "H"], "xyz": [[-0.5990, 0.1647, -0.2980], [2.6811, 1.7393, -5.4662], [2.8609, 0.7657, -4.4919], [2.2410, 0.8991, -3.2614], [1.4342, 2.0037, -2.9877], [1.2728, 2.9844, -3.9620], [1.8933, 2.8472, -5.1976], [0.7212, 2.0904, -1.3172], [-0.2116, 3.6326, -1.1921], [-0.0029, 4.5186, -0.1399], [-0.8182, 5.6323, 0.0059], [-1.8455, 5.8689, -0.8949], [-2.0689, 4.9806, -1.9405], [-1.2643, 3.8604, -2.0821], [2.2088, 2.2308, -0.2817], [3.0640, 3.3100, -0.5024], [4.3074, 3.3574, 0.1043], [4.7081, 2.2950, 0.9013], [3.8563, 1.2218, 1.1207], [2.5750, 1.1752, 0.5629], [1.4187, -0.3042, 0.8736], [2.1015, -1.4226, 2.2170], [2.7378, -0.9073, 3.3501], [3.0839, -1.7232, 4.4174], [2.7891, -3.0801, 4.3690], [2.1802, -3.6124, 3.2430], [1.8515, -2.8002, 2.1564], [1.0676, -3.5384, 0.6428], [2.5539, -3.4610, -0.4860], [3.3529, -2.6686, -1.4761], [4.8275, -2.8186, -1.3498], [5.3020, -4.0127, -1.0014], [4.2893, -5.1151, -0.7979], [2.5609, -3.9176, -1.9186], [1.9188, -5.1877, 0.5506], [1.2877, -6.1949, -0.0483], [1.8451, -7.0203, -1.1300], [2.6771, -6.5348, -2.0559], [3.3885, -5.1947, -2.0608], [3.2879, -4.5895, 0.2369], [-0.9316, -1.1650, -1.8056], [-0.1057, -1.6835, -2.8007], [-0.6738, -2.4434, -3.8095], [-2.0488, -2.7147, -3.8424], [-2.8837, -2.2302, -2.8520], [-2.3067, -1.4618, -1.8449], [-2.8489, -0.6332, -0.3421], [-4.3009, 0.4195, -0.5334], [-4.1098, 1.7687, -0.8175], [-5.2021, 2.6019, -1.0055], [-6.4872, 2.0893, -0.9054], [-6.6846, 0.7459, -0.6122], [-5.5949, -0.0903, -0.4234], [-3.2033, -1.8151, 0.9749], [-2.9805, -3.1765, 0.8023], [-3.1786, -4.0492, 1.8634], [-3.5910, -3.5650, 3.0964], [-3.8069, -2.2018, 3.2727], [-3.6091, -1.3276, 2.2165], [3.1635, 1.6375, -6.4289], [3.4888, -0.0929, -4.6911], [2.4076, 0.1509, -2.4936], [0.6780, 3.8641, -3.7642], [1.7634, 3.6159, -5.9476], [0.7950, 4.3409, 0.5716], [-0.6459, 6.3163, 0.8259], [-2.4736, 6.7426, -0.7833], [-2.8701, 5.1576, -2.6460], [-1.4631, 3.1650, -2.8897], [2.7634, 4.1071, -1.1744], [4.9662, 4.1980, -0.0658], [5.6920, 2.2965, 1.3520], [4.2157, 0.4036, 1.7308], [2.9390, 0.1546, 3.4318], [3.5702, -1.2994, 5.2860], [3.0474, -3.7221, 5.2007], [1.9749, -4.6756, 3.1868], [2.9664, -1.7154, -1.8108], [5.4750, -1.9710, -1.5325], [6.3603, -4.1974, -0.8764], [4.7447, -6.0706, -0.5518], [1.7012, -3.7572, -2.5554], [0.2239, -6.3117, 0.1428], [1.4614, -8.0259, -1.2576], [2.9654, -7.2080, -2.8564], [4.0032, -5.1400, -2.9610], [3.7850, -4.2553, 1.1494], [0.9578, -1.4907, -2.8090], [-0.0437, -2.8391, -4.5968], [-2.4530, -3.3084, -4.6510], [-3.9467, -2.4354, -2.8667], [-3.1074, 2.1786, -0.8743], [-5.0478, 3.6518, -1.2166], [-7.3394, 2.7405, -1.0467], [-7.6883, 0.3522, -0.5264], [-5.7495, -1.1359, -0.1802], [-2.6343, -3.5564, -0.1519], [-3.0069, -5.1089, 1.7249], [-3.7449, -4.2460, 3.9224], [-4.1287, -1.8232, 4.2339], [-3.7799, -0.2654, 2.3566], [-0.4098, 0.0099, 3.2592], [-0.0059, 0.5233, 1.9110], [-0.8024, 1.3611, 1.4010], [-1.3695, 0.4337, 3.5557], [0.3564, 0.2964, 3.9825], [-0.4488, -1.0804, 3.2635]], "lowdin_spin": [3.9149, 0.0013, 0.0000, 0.0015, 0.0048, 0.0019, 0.0001, 0.0349, 0.0069, 0.0032, 0.0003, 0.0035, -0.0003, 0.0047, 0.0016, 0.0006, -0.0007, 0.0002, -0.0005, 0.0009, -0.0067, -0.0013, -0.0005, -0.0002, 0.0001, 0.0001, 0.0000, 0.0039, -0.0006, -0.0005, 0.0000, 0.0000, 0.0001, 0.0002, 0.0013, 0.0003, 0.0000, 0.0001, 0.0000, 0.0002, -0.1271, 0.0053, -0.0082, 0.0271, -0.0066, 0.0167, -0.0087, -0.0031, 0.0037, 0.0003, 0.0002, -0.0003, -0.0013, -0.0001, -0.0006, -0.0001, -0.0009, 0.0003, -0.0008, 0.0001, 0.0000, 0.0003, 0.0002, 0.0000, 0.0003, 0.0000, 0.0002, -0.0001, 0.0003, 0.0002, -0.0001, 0.0000, 0.0000, 0.0000, 0.0000, 0.0000, 0.0000, -0.0004, 0.0000, 0.0000, 0.0000, 0.0001, 0.0000, 0.0000, 0.0000, 0.0000, 0.0000, 0.0005, -0.0017, 0.0016, -0.0016, 0.0038, 0.0000, 0.0000, -0.0001, 0.0000, 0.0001, 0.0000, 0.0000, 0.0000, 0.0001, 0.0099, 0.0467, 0.0654, 0.0001, 0.0001, 0.0023], "s_squared": 6.19, "spin_multiplicity": 5, "e_above_lowest_kj_mol": 42.1, "homo_ha": [-0.358, -0.372], "charge": 1, "lumo_energy_ev": [-3.3, -3.0], "total_energy_ha": -4700.438012}

***

{"formula": "C56H48I2NO2PSTcTe", "method": "ωB97M-V/def2-TZVPD", "elements": ["Tc", "C", "C", "C", "C", "C", "C", "P", "C", "C", "C", "C", "C", "C", "C", "C", "C", "C", "C", "C", "C", "C", "C", "C", "H", "H", "H", "H", "H", "H", "H", "H", "H", "H", "H", "H", "H", "H", "H", "H", "I", "C", "I", "H", "H", "C", "C", "O", "S", "C", "C", "C", "C", "C", "C", "C", "C", "H", "H", "H", "H", "H", "H", "H", "C", "C", "C", "C", "C", "C", "Te", "N", "C", "O", "C", "C", "C", "C", "C", "C", "C", "C", "C", "C", "C", "C", "C", "C", "C", "C", "H", "H", "H", "H", "H", "H", "H", "H", "H", "H", "H", "H", "H", "H", "H", "H", "H", "H", "H", "H", "H", "H", "H"], "xyz": [[-0.3584, -0.0863, 0.0300], [3.1729, 4.8020, 2.5705], [3.5467, 4.7196, 1.2338], [2.8717, 3.8629, 0.3672], [1.8191, 3.0866, 0.8435], [1.4529, 3.1675, 2.1874], [2.1237, 4.0247, 3.0500], [0.7795, 2.0587, -0.2307], [1.6958, 1.8245, -1.7945], [3.0154, 1.3674, -1.7685], [3.6820, 1.0690, -2.9455], [3.0302, 1.2069, -4.1691], [1.7228, 1.6656, -4.2046], [1.0544, 1.9771, -3.0215], [-0.5689, 3.1429, -0.7307], [-0.3899, 4.4503, -1.0805], [-1.4867, 5.2214, -1.5232], [-2.7291, 4.6583, -1.5902], [-2.9446, 3.3065, -1.2134], [-4.2380, 2.7320, -1.2370], [-4.4122, 1.4454, -0.8293], [-3.3085, 0.6701, -0.3980], [-2.0213, 1.1553, -0.3617], [-1.8427, 2.5227, -0.7787], [3.7008, 5.4739, 3.2411], [4.3665, 5.3255, 0.8607], [3.1688, 3.8033, -0.6728], [0.6270, 2.5649, 2.5527], [1.8305, 4.0881, 4.0944], [3.5313, 1.2701, -0.8226], [4.7150, 0.7368, -2.9123], [3.5476, 0.9664, -5.0924], [1.2207, 1.8005, -5.1556], [0.0370, 2.3502, -3.0611], [0.5943, 4.9036, -1.0234], [-1.3387, 6.2592, -1.8019], [-3.5802, 5.2475, -1.9234], [-5.0780, 3.3279, -1.5800], [-5.4008, 0.9966, -0.8445], [-3.5202, -0.3489, -0.1266], [4.1734, -0.7869, 1.6357], [3.6072, -2.2300, 0.2040], [1.6730, -2.0637, -0.6756], [3.6047, -3.1949, 0.6915], [4.3161, -2.1875, -0.6125], [-3.5228, 2.5784, 7.8390], [-2.7642, 2.1066, 9.0483], [-3.0456, 2.4267, 10.1698], [-1.3397, 1.0094, 8.8823], [-1.1006, 0.6913, 7.1501], [-0.7232, 1.6860, 6.2515], [-0.4265, 1.3579, 4.9357], [-0.4560, 0.0381, 4.4825], [-0.8135, -0.9511, 5.3951], [-1.1527, -0.6286, 6.7067], [0.0751, -0.2375, 3.0664], [-0.7974, -0.4483, 1.8456], [-4.5023, 2.9204, 8.1657], [-3.6108, 1.7925, 7.0984], [-2.9939, 3.4201, 7.3835], [-0.6288, 2.7117, 6.5905], [-0.1254, 2.1470, 4.2502], [-0.8193, -1.9961, 5.1045], [-1.4378, -1.4131, 7.4009], [-5.9131, -1.1442, 7.1125], [-5.0267, -1.3684, 5.9078], [-4.6445, -0.3080, 5.0966], [-3.8083, -0.4667, 3.9984], [-3.4709, 0.7934, 3.2215], [-3.3546, -1.7606, 3.6997], [-2.2705, -2.0268, 1.8365], [-1.3980, -1.6527, -0.3696], [-1.8275, -2.6514, -1.2093], [-2.4265, -3.6635, -0.8535], [-1.4656, -2.4745, -2.6657], [-1.4633, -3.6009, -3.4840], [-1.1044, -3.4885, -4.8220], [-0.7522, -2.2495, -5.3490], [-0.7662, -1.1207, -4.5384], [-1.1238, -1.2338, -3.2011], [-0.6709, -3.3244, 2.3136], [-0.8750, -4.6672, 1.9883], [0.0890, -5.6111, 2.2820], [1.2619, -5.2083, 2.9075], [1.4784, -3.8669, 3.1754], [0.5347, -2.8806, 2.8675], [1.0374, -1.4523, 3.0296], [-3.8206, -2.8727, 4.4217], [-3.5248, -4.3119, 4.0594], [-4.6108, -2.6425, 5.5450], [-5.5075, -0.3655, 7.7626], [-6.0211, -2.0544, 7.7047], [-6.9118, -0.8225, 6.8056], [-5.0203, 0.6874, 5.3141], [-2.9668, 1.5152, 3.8648], [-4.3865, 1.2640, 2.8565], [-2.8328, 0.6454, 2.3573], [-1.7395, -4.5566, -3.0526], [-1.1051, -4.3680, -5.4564], [-0.4785, -2.1617, -6.3941], [-0.5059, -0.1529, -4.9487], [-1.1885, -0.3391, -2.5880], [-1.7814, -4.9656, 1.4775], [-0.0770, -6.6519, 2.0278], [2.0159, -5.9393, 3.1783], [2.4174, -3.5558, 3.6260], [1.6630, -1.3941, 3.9212], [0.7007, 0.6273, 2.8409], [1.6956, -1.2882, 2.1798], [-3.5379, -4.4832, 2.9861], [-4.2868, -4.9671, 4.4784], [-2.5549, -4.6434, 4.4370], [-4.9412, -3.4961, 6.1353]], "mulliken_charge": [-1.4955, -0.7265, -0.7810, -0.1655, 0.4127, 0.1764, -0.3380, 2.2921, 0.2729, -0.2898, -0.9191, -0.7413, -0.6439, -0.7750, -0.3657, -0.0213, -1.0818, -0.8352, 1.3381, -1.0674, -1.3590, 0.1932, 1.5447, -0.6419, 0.4142, 0.4484, 0.4732, -0.5804, 0.5044, 0.6646, 0.4695, 0.4158, 0.5050, 0.3153, 0.5465, 0.4138, 0.4202, 0.4058, 0.4971, 0.2922, 0.0501, -1.0404, 0.2370, 0.5748, 0.5433, -0.4723, 0.6560, -0.5229, -0.1320, -0.3038, -0.9766, -0.0832, 0.8173, 0.2260, -1.0180, 0.3279, 0.8550, 0.3297, -0.1640, 0.3317, 0.5702, 0.2916, 0.2626, 0.4756, -1.6215, 0.3752, -0.7089, 1.2161, -0.6602, 0.0434, 0.6200, -0.4186, -0.3494, -0.6606, 0.1278, -0.6395, -0.6203, -0.5350, -0.7485, 0.7754, 1.3667, -1.0976, -0.9482, -0.8807, -0.9760, 0.9697, -0.6889, 0.9723, -1.5539, -0.8187, 0.2698, 0.3864, 0.3525, 0.5513, 0.2042, 0.6277, -0.9335, 0.4761, 0.4096, 0.4073, 0.4312, 0.0912, 0.5307, 0.4696, 0.4569, 0.4954, 1.1589, -0.0417, -1.3439, 0.2244, 0.5163, 0.2746, 0.4212], "spin_multiplicity": 1, "homo_ha": [-0.365, -0.365], "charge": 1, "lumo_energy_ev": [-4.4, -4.4], "total_energy_ha": -4051.406024}